C11H24OSi | wB97M-V/def2-TZVPD

- E_HOMO: -0.291 hartree
- F_max: 0.0663 hartree/bohr

```
37
Properties=species:S:1:pos:R:3:forces:R:3:mulliken_charge:R:1
Si 1.08596 0.12228 0.11145 -1.82 -1.08 -0.03 -0.29
O -1.81650 -1.77603 0.22462 -0.29 0.46 0.24 -0.38
C 1.91805 -0.10032 -1.59541 -0.23 0.05 0.44 -0.28
C 2.20759 -2.48746 0.72961 0.03 0.12 -0.03 -1.25
C 1.45814 1.83751 0.86306 -0.34 -0.30 -0.24 -0.48
C -1.42594 -2.70669 -0.75428 0.05 -0.17 -0.24 -0.50
C -3.86604 0.26273 -0.35628 0.25 -0.22 0.03 -1.36
C -2.37228 0.47968 -0.34882 -0.54 0.07 -0.06 0.99
C 0.72091 2.06601 2.17720 0.01 0.00 -0.03 -1.24
C -1.50735 -0.48711 -0.09357 3.30 0.83 0.10 -0.05
C 1.58938 -1.24378 1.35955 -0.06 0.34 -0.27 -0.40
C 1.48104 0.92993 -2.62862 -0.01 0.00 0.05 -1.36
C -1.95480 1.88741 -0.64632 0.03 -0.30 0.07 -0.99
H -1.62114 -3.69834 -0.34848 0.04 0.01 -0.03 0.24
H -2.35433 2.57268 0.10003 -0.03 0.15 0.08 0.35
H -2.34450 2.19416 -1.61696 -0.02 0.09 -0.09 0.42
H 3.15162 -2.24660 0.24377 0.08 -0.08 -0.08 0.31
H 0.40497 0.88292 -2.77372 -0.16 0.07 -0.09 0.31
H 1.69824 -1.09661 -1.97899 -0.03 -0.15 0.13 0.34
H -0.35260 2.05877 2.01308 -0.19 0.01 0.07 0.24
H 0.70623 -1.53997 1.92642 -0.13 0.13 0.02 0.40
H 1.54472 -2.91766 -0.01461 -0.03 -0.15 -0.14 0.24
H 2.39722 -3.24700 1.48474 0.06 -0.11 0.03 0.38
H 2.29740 -0.83762 2.08595 0.00 0.18 0.04 0.48
H 1.20303 2.63631 0.16600 0.03 0.00 -0.15 0.38
H 0.95523 1.27964 2.88946 -0.02 -0.07 0.18 0.31
H -4.10491 -0.79630 -0.29414 -0.08 -0.02 0.02 0.34
H -0.36059 -2.59780 -0.98551 -0.02 -0.02 -0.01 0.05
H -1.99841 -2.56974 -1.67986 0.06 0.00 0.07 0.29
H 3.00430 -0.04977 -1.47987 0.07 -0.04 0.18 0.45
H -4.30546 0.68103 -1.26290 -0.06 0.00 -0.02 0.35
H 1.73924 1.93585 -2.30602 -0.02 0.17 -0.03 0.31
H 2.53469 1.92046 1.04321 0.08 -0.20 -0.17 0.50
H 1.96650 0.74885 -3.58643 -0.01 0.05 -0.08 0.40
H 0.99851 3.02119 2.62029 -0.03 0.04 0.07 0.40
H -0.87319 1.97040 -0.66052 0.15 0.10 -0.02 -0.20
H -4.31226 0.77040 0.49935 -0.13 0.05 0.03 0.30
```
Positions in Å, forces in eV/Å.